1.
{
  "formula": "C28H33GeHfN6O3",
  "method": "ωB97M-V with the def2-TZVPD basis set",
  "elements": ["Hf", "N", "C", "C", "O", "N", "C", "C", "O", "O", "H", "H", "H", "H", "H", "H", "C", "N", "C", "N", "C", "N", "C", "N", "C", "C", "H", "H", "H", "H", "H", "H", "H", "H", "H", "H", "H", "H", "C", "C", "C", "C", "C", "C", "Ge", "C", "C", "C", "C", "C", "C", "C", "C", "C", "C", "C", "C", "H", "H", "H", "H", "H", "H", "H", "H", "H", "H", "H", "H", "H", "H", "H"],
  "positions_angstrom": [[0.418, 0.331, 0.814], [2.793, 0.246, -0.014], [3.100, 1.719, 0.078], [1.858, 2.303, 0.694], [1.498, 1.608, 1.826], [1.095, 3.097, 0.058], [-0.191, 3.582, 0.612], [-1.008, 2.564, 1.402], [-1.411, 2.691, 2.507], [-1.183, 1.367, 0.673], [3.416, -0.252, 0.615], [3.001, -0.074, -0.957], [3.258, 2.154, -0.902], [3.963, 1.921, 0.708], [-0.786, 3.905, -0.243], [-0.003, 4.438, 1.256], [0.824, -2.036, 2.925], [0.006, -0.759, 2.698], [0.236, 0.106, 3.979], [-0.145, -0.612, 5.152], [0.657, -1.830, 5.279], [0.441, -2.714, 4.126], [-0.986, -3.059, 4.055], [-1.817, -1.858, 3.936], [-1.491, -1.154, 2.735], [-1.563, -0.981, 5.088], [1.875, -1.743, 2.980], [0.664, -2.692, 2.073], [-0.359, 1.011, 3.867], [1.294, 0.359, 4.004], [0.371, -2.356, 6.187], [1.714, -1.569, 5.344], [-1.263, -3.594, 4.961], [-1.161, -3.710, 3.197], [-2.061, -0.229, 2.673], [-1.693, -1.775, 1.859], [-1.834, -1.508, 6.001], [-2.173, -0.083, 5.003], [3.240, -0.618, -5.153], [3.435, 0.594, -4.505], [2.539, 1.002, -3.526], [1.441, 0.202, -3.187], [1.257, -1.020, -3.845], [2.153, -1.420, -4.828], [0.135, 0.797, -1.937], [-0.649, -0.942, -1.204], [0.144, -1.877, -0.512], [-0.308, -3.168, -0.237], [-1.591, -3.525, -0.613], [-2.402, -2.602, -1.268], [-1.943, -1.324, -1.562], [-1.237, 1.853, -2.685], [-0.921, 2.476, -3.899], [-1.867, 3.248, -4.556], [-3.128, 3.411, -4.002], [-3.448, 2.809, -2.789], [-2.505, 2.045, -2.121], [3.935, -0.936, -5.919], [4.274, 1.224, -4.770], [2.683, 1.971, -3.059], [0.415, -1.662, -3.614], [2.001, -2.358, -5.345], [1.213, -1.676, -0.347], [0.347, -3.894, 0.228], [-1.955, -4.524, -0.415], [-3.401, -2.887, -1.574], [-2.583, -0.642, -2.107], [0.056, 2.345, -4.350], [-1.621, 3.717, -5.499], [-3.865, 4.016, -4.514], [-4.434, 2.943, -2.364], [-2.765, 1.605, -1.167]],
  "forces_ev_per_a": [[0.67, -1.61, -0.26], [-0.08, 0.40, 0.12], [-0.12, 0.11, 0.08], [-0.26, 0.11, 0.32], [0.45, 0.94, 0.15], [-0.28, 0.09, 0.27], [0.32, -0.22, -0.13], [0.20, 0.08, -0.46], [-0.38, -0.08, 0.06], [-0.29, 1.18, 0.86], [0.01, -0.11, -0.02], [-0.05, -0.06, -0.05], [0.06, -0.08, -0.07], [0.07, -0.13, -0.01], [-0.04, 0.05, 0.01], [0.05, 0.04, 0.00], [-0.16, 0.13, 0.03], [-0.21, -0.33, 0.45], [-0.11, -0.12, -0.17], [-0.01, -0.06, -0.03], [-0.02, 0.02, -0.01], [-0.05, 0.05, 0.02], [0.02, 0.02, 0.02], [0.07, 0.04, 0.01], [0.21, -0.04, 0.06], [0.04, -0.01, 0.00], [0.04, 0.01, 0.01], [-0.01, -0.03, -0.04], [-0.03, 0.02, -0.01], [0.04, 0.01, 0.00], [0.00, -0.01, 0.01], [0.01, 0.01, -0.01], [-0.01, -0.01, 0.01], [0.00, 0.00, -0.01], [-0.03, 0.05, -0.02], [0.02, -0.05, -0.03], [-0.01, 0.00, 0.01], [0.00, 0.01, 0.00], [0.00, -0.02, -0.01], [-0.04, 0.00, 0.05], [-0.01, -0.04, -0.09], [0.67, -0.04, -0.30], [0.18, 0.03, -0.01], [0.00, 0.01, 0.03], [-0.70, -0.85, -0.52], [0.19, -0.01, 0.02], [0.16, -0.11, -0.26], [-0.06, 0.05, 0.03], [-0.04, 0.00, -0.01], [-0.04, 0.02, -0.02], [-0.06, -0.03, 0.12], [-0.22, 0.55, -0.15], [-0.12, 0.01, -0.06], [0.03, -0.02, 0.03], [-0.02, 0.02, 0.00], [0.03, -0.01, 0.02], [0.00, 0.07, -0.06], [-0.01, 0.00, 0.00], [-0.01, -0.01, 0.01], [-0.04, 0.00, 0.00], [-0.02, 0.03, 0.02], [-0.01, 0.01, 0.01], [-0.01, -0.08, -0.07], [0.00, 0.01, 0.00], [0.00, 0.02, -0.01], [0.02, -0.01, 0.01], [-0.01, 0.03, 0.02], [0.00, -0.02, 0.02], [0.00, 0.00, 0.01], [-0.01, -0.02, 0.01], [0.01, 0.00, 0.00], [0.03, -0.03, 0.00]],
  "mulliken_spin": [0.434, -0.012, -0.051, 0.024, -0.005, -0.006, 0.002, 0.007, 0.001, 0.034, -0.001, -0.011, 0.007, -0.004, 0.000, -0.001, -0.006, 0.021, -0.001, -0.001, 0.001, 0.003, 0.001, 0.002, 0.002, 0.000, 0.000, 0.000, 0.003, 0.001, 0.000, 0.000, 0.000, 0.000, -0.002, 0.001, 0.000, 0.000, 0.011, -0.005, 0.040, 0.018, 0.008, -0.001, 0.287, 0.146, -0.101, -0.001, 0.007, 0.005, 0.049, 0.005, 0.028, -0.018, 0.039, -0.014, 0.031, 0.000, 0.000, -0.016, 0.007, 0.001, 0.020, -0.001, 0.000, 0.001, 0.007, -0.001, 0.000, 0.001, 0.000, 0.006],
  "gap_ev": [7.32, 6.45],
  "homo_energy_ev": [-13.68, -14.45],
  "spin_multiplicity": 2,
  "s2": 0.754,
  "de_lowest_kcal_mol": 9.9,
  "charge": 2
}

2.
{
  "formula": "C28H78N2O15",
  "method": "ωB97M-V with the def2-TZVPD basis set",
  "elements": ["C", "O", "C", "C", "N", "C", "C", "O", "C", "H", "H", "H", "H", "H", "H", "H", "H", "H", "H", "H", "H", "H", "H", "H", "C", "O", "C", "C", "N", "C", "C", "O", "C", "H", "H", "H", "H", "H", "H", "H", "H", "H", "H", "H", "H", "H", "H", "H", "O", "C", "C", "O", "H", "H", "H", "H", "H", "H", "O", "C", "C", "O", "H", "H", "H", "H", "H", "H", "O", "C", "C", "O", "H", "H", "H", "H", "H", "H", "C", "C", "O", "H", "H", "H", "H", "H", "H", "C", "C", "O", "H", "H", "H", "H", "H", "H", "C", "C", "O", "H", "H", "H", "H", "H", "H", "C", "C", "O", "H", "H", "H", "H", "H", "H", "C", "C", "O", "H", "H", "H", "H", "H", "H"],
  "positions_angstrom": [[2.940, 1.846, -0.621], [1.541, 1.671, -0.603], [0.915, 2.312, 0.491], [-0.660, 2.309, 0.337], [-1.268, 3.111, 1.373], [-2.732, 2.868, 1.618], [-3.080, 3.584, 2.931], [-4.224, 3.984, 3.106], [-4.519, 4.518, 4.416], [3.376, 1.373, -1.529], [3.450, 1.380, 0.234], [3.180, 2.946, -0.479], [1.235, 3.346, 0.557], [1.251, 1.786, 1.388], [-1.001, 1.311, 0.491], [-0.885, 2.708, -0.686], [-1.119, 4.108, 1.174], [-2.964, 1.818, 1.741], [-3.304, 3.267, 0.820], [-2.531, 4.477, 2.903], [-2.714, 2.998, 3.767], [-3.786, 5.211, 4.790], [-4.454, 3.664, 5.106], [-5.543, 4.859, 4.453], [1.398, 5.689, 4.879], [1.348, 4.326, 5.124], [0.632, 3.692, 4.065], [0.657, 2.187, 4.316], [-0.474, 1.558, 3.610], [-0.304, 0.105, 3.500], [-1.502, -0.431, 2.749], [-1.590, -1.684, 2.529], [-2.900, -2.118, 2.210], [1.944, 5.982, 3.954], [1.906, 6.065, 5.752], [0.437, 6.101, 4.740], [1.029, 3.867, 3.043], [-0.344, 4.144, 4.149], [0.427, 2.056, 5.386], [1.693, 1.982, 4.166], [-0.544, 2.076, 2.737], [-0.330, -0.449, 4.412], [0.623, -0.071, 2.870], [-1.512, -0.066, 1.781], [-2.434, -0.057, 3.143], [-3.559, -2.106, 3.126], [-2.828, -3.053, 1.687], [-3.326, -1.393, 1.546], [3.234, 0.751, -5.223], [3.243, -0.259, -4.249], [3.749, -1.573, -4.690], [4.004, -2.450, -3.644], [4.139, 1.029, -5.376], [3.842, 0.082, -3.402], [2.207, -0.308, -3.882], [4.719, -1.385, -5.115], [3.155, -2.057, -5.491], [4.204, -1.950, -2.848], [6.186, -3.800, 0.550], [5.241, -3.222, -0.283], [5.287, -1.752, -0.190], [4.429, -1.170, -1.245], [5.944, -3.697, 1.479], [5.576, -3.549, -1.287], [4.275, -3.696, -0.158], [6.322, -1.303, -0.239], [4.915, -1.459, 0.795], [3.579, -1.023, -0.800], [-0.944, -1.197, -0.729], [-0.027, -2.190, -0.225], [1.287, -1.966, -0.747], [1.880, -0.886, -0.029], [-1.854, -1.304, -0.432], [0.006, -2.297, 0.878], [-0.443, -3.119, -0.528], [1.112, -1.822, -1.826], [1.927, -2.849, -0.720], [1.378, -0.088, -0.239], [-0.166, 1.710, -4.723], [0.033, 1.267, -3.386], [-0.581, 0.039, -3.223], [-1.193, 1.882, -4.954], [0.264, 1.091, -5.452], [0.286, 2.670, -4.943], [-0.435, 2.052, -2.754], [1.114, 1.282, -3.132], [-0.579, -0.236, -2.299], [-0.738, -3.613, -3.505], [0.490, -3.249, -4.171], [1.530, -3.755, -3.365], [-1.618, -3.676, -4.175], [-1.011, -2.871, -2.749], [-0.664, -4.637, -3.049], [0.498, -2.229, -4.351], [0.527, -3.714, -5.163], [2.414, -3.327, -3.550], [-4.004, -2.687, -1.331], [-5.132, -2.181, -2.086], [-4.947, -2.401, -3.414], [-4.125, -2.560, -0.251], [-3.091, -2.210, -1.641], [-3.928, -3.790, -1.487], [-5.331, -1.119, -1.868], [-6.020, -2.731, -1.688], [-4.059, -2.195, -3.643], [-3.737, 2.176, -1.982], [-3.261, 0.864, -1.654], [-3.757, 0.353, -0.393], [-3.499, 2.913, -1.225], [-4.815, 2.219, -2.123], [-3.305, 2.527, -2.923], [-2.167, 1.010, -1.470], [-3.254, 0.140, -2.483], [-4.723, 0.426, -0.316], [1.889, -3.898, 2.215], [1.616, -3.096, 3.366], [2.672, -3.230, 4.293], [0.975, -4.137, 1.629], [2.321, -4.876, 2.496], [2.693, -3.484, 1.643], [0.687, -3.439, 3.867], [1.482, -2.072, 3.049], [2.527, -2.564, 5.012]],
  "forces_ev_per_a": [[0.91, 0.91, 0.38], [-0.47, 0.14, -0.44], [-1.02, -0.18, 0.05], [1.52, 0.81, -0.71], [-0.71, 0.46, 0.19], [1.03, 0.35, 0.98], [8.59, -2.54, -1.02], [-11.61, 3.04, 1.56], [0.05, -2.22, -0.41], [-0.52, 0.69, 0.49], [-0.35, -0.28, 0.06], [-0.15, -1.02, -0.76], [0.26, 0.41, -0.01], [-0.28, 0.12, 0.37], [-0.33, -0.81, -0.45], [0.08, -0.67, 0.55], [-0.21, -0.51, 0.24], [0.33, -0.30, -0.38], [-0.84, 0.34, -0.81], [2.63, 1.49, 0.01], [0.57, -0.61, 0.30], [0.35, 0.80, -0.35], [-0.04, 0.04, 0.07], [0.02, 0.39, -0.32], [1.63, 0.19, -0.11], [0.36, -0.98, -1.27], [-0.05, -0.28, 0.63], [-2.31, 1.53, 1.53], [1.56, -0.41, 1.14], [0.11, 0.61, -2.44], [-0.27, 5.30, 0.50], [0.04, -8.06, 0.41], [0.13, 0.69, 1.15], [0.13, -0.42, 0.42], [0.04, 0.78, 0.10], [-1.48, 0.63, 0.23], [0.14, 0.40, 0.52], [-0.85, -0.27, -0.53], [0.51, -0.03, -0.12], [0.83, -1.40, -0.67], [-0.40, -0.66, -0.29], [0.70, 0.13, 1.14], [-0.67, -0.51, 0.92], [0.25, 2.30, -2.27], [-0.41, 0.63, 1.10], [0.65, -0.45, -0.76], [-0.10, -0.60, 0.21], [-0.46, 0.54, -0.73], [-0.03, 0.13, -0.65], [-1.33, 1.04, 1.27], [0.98, -0.41, -1.57], [-0.85, -1.23, 0.24], [0.11, 0.04, -0.13], [0.14, -0.15, 0.22], [0.17, -0.25, -0.08], [0.60, 0.30, -0.88], [0.01, 0.20, 0.63], [0.20, 0.26, 0.77], [0.88, -0.59, 1.31], [1.01, -1.35, -1.79], [-0.41, 1.94, -0.42], [1.02, -0.32, 1.26], [-0.06, -0.01, -0.17], [-0.32, 0.37, 0.21], [-0.63, 0.38, 0.21], [-1.00, -0.78, -0.39], [-0.23, 0.25, -0.01], [-0.38, 0.21, -0.08], [0.76, 0.75, 0.29], [-2.64, -1.19, 1.93], [0.86, 0.25, -1.26], [0.69, -0.58, -0.44], [0.11, -0.17, 0.32], [-0.26, 0.85, -0.42], [-0.03, -1.24, -0.63], [0.72, 0.66, 0.05], [-0.05, 0.09, 0.42], [0.12, 0.41, -0.14], [-0.14, 1.94, -2.43], [0.79, 1.12, 2.48], [-0.22, -1.03, -0.06], [-0.99, -0.28, -0.17], [0.47, -1.31, -1.04], [0.37, 0.39, 0.40], [0.20, -0.42, 0.29], [-0.49, -0.25, 0.05], [-0.01, -0.16, 0.25], [-2.97, -1.28, 1.07], [1.21, -2.06, -1.22], [1.56, 0.65, 0.14], [0.46, 0.17, 0.04], [0.09, -0.25, 0.20], [0.05, 0.95, -0.24], [0.46, 2.35, -0.05], [0.11, -0.16, -0.10], [-1.02, -0.46, 0.18], [1.18, -1.76, 1.66], [-2.12, 0.57, 1.70], [-1.45, -0.61, -1.93], [0.01, 0.19, -0.14], [0.58, 0.09, -0.15], [0.19, 0.75, -0.06], [0.08, -0.04, -0.07], [0.23, 0.36, -0.86], [1.18, 0.28, -0.36], [-1.45, 2.20, -1.07], [2.62, -1.62, 1.27], [-0.05, -0.09, -0.38], [0.13, 0.05, 0.21], [-0.32, -0.04, -0.05], [0.09, -0.08, 0.00], [-0.78, -0.50, 0.04], [-0.68, 0.00, 0.30], [0.44, 0.07, -0.38], [0.37, -2.92, -1.74], [-1.50, 0.63, 2.15], [0.45, 1.17, 1.25], [0.72, 0.44, 0.11], [-0.44, 0.15, 0.22], [0.17, 0.57, -0.86], [0.13, 0.29, -0.30], [-0.12, 0.53, 0.13], [0.28, -0.96, -0.96]],
  "mulliken_charge": [-0.600, -0.252, -1.011, 0.256, -0.434, 0.171, -0.817, -0.471, -0.832, -0.047, 0.310, 0.303, 0.708, 0.416, -1.060, 0.813, 0.421, -0.476, 0.569, 0.348, 0.455, 0.322, 0.354, 0.304, -0.723, -0.424, 0.336, -0.935, 0.209, 0.006, -0.183, -0.438, -0.684, 0.260, 0.291, 0.307, 0.099, 0.058, 0.459, 0.176, -0.510, 0.579, -0.091, -0.180, 0.535, 0.406, 0.340, 0.136, -0.572, 0.367, -0.518, -0.662, 0.359, 0.141, -0.139, 0.394, 0.293, 0.386, -0.592, -0.375, -0.227, -0.474, 0.329, 0.250, 0.203, 0.275, 0.307, 0.130, 3.047, -1.915, 0.908, -0.333, -1.126, -0.593, 0.780, -0.585, 0.728, 0.028, -2.140, 1.645, -0.448, 0.440, 0.423, 0.441, -0.198, -0.433, -0.565, -0.604, -0.127, -0.591, 0.359, -0.299, 0.336, 0.064, 0.465, 0.393, 0.199, -0.358, -0.562, 0.060, -0.435, 0.352, 0.139, 0.384, 0.342, -1.244, 1.587, -0.328, 0.254, 0.427, 0.306, -1.428, 0.174, 0.255, -0.566, 0.604, -0.595, 0.220, 0.452, -0.199, 0.183, -0.315, 0.340],
  "smiles": "COCCNCCOC.COCCNCCOC.OCCO.OCCO.OCCO.CCO.CCO.CCO.CCO.CCO",
  "gap_ev": 9.19,
  "homo_energy_ev": -8.78,
  "de_lowest_kcal_mol": 0.0,
  "charge": 0
}

3.
{
  "formula": "C5H8N2",
  "method": "ωB97M-V with the def2-TZVPD basis set",
  "elements": ["N", "C", "C", "N", "C", "C", "C", "H", "H", "H", "H", "H", "H", "H", "H"],
  "positions_angstrom": [[1.906, -0.632, -0.142], [0.839, 0.212, 0.367], [1.268, 1.607, 0.656], [1.656, 2.674, 0.886], [-0.256, 0.374, -0.694], [-1.596, 0.444, -0.077], [-1.404, -1.036, -0.388], [2.714, -0.609, 0.475], [2.193, -0.273, -1.050], [0.496, -0.206, 1.331], [-0.428, -1.030, -1.061], [-1.682, 0.639, 0.996], [-2.377, 0.937, -0.654], [-2.115, -1.424, -1.116], [-1.213, -1.678, 0.470]],
  "forces_ev_per_a": [[0.18, 0.14, -0.01], [-0.12, -0.03, 0.02], [0.42, 1.04, 0.25], [-0.45, -1.14, -0.24], [-0.09, 0.01, 0.20], [-0.11, 0.14, 0.05], [-0.14, -0.16, 0.08], [-0.11, -0.04, -0.11], [-0.01, -0.09, 0.10], [-0.02, 0.05, -0.19], [0.09, -0.02, -0.02], [0.09, 0.02, -0.19], [0.12, -0.10, 0.11], [0.20, 0.04, 0.07], [-0.05, 0.14, -0.11]],
  "mulliken_charge": [-0.636, 0.380, 0.056, -0.444, -0.367, -0.552, -0.492, 0.264, 0.293, 0.198, 0.199, 0.237, 0.267, 0.335, 0.263],
  "gap_ev": 9.73,
  "homo_energy_ev": -8.87,
  "de_lowest_kcal_mol": 96.8,
  "charge": 0
}